17
Properties=species:S:1:pos:R:3:forces:R:3:nbo_charge:R:1 method="wB97M-V/def2-TZVPD" relative_energy_kcal_mol=117.2 orbital_gap_ev=5.38 multiplicity=1 charge=-1 total_energy_ha=-723.55725 e_homo_ev=-3.86
C -0.269692 -0.189508 0.935646 2.68 -5.80 3.57 -0.0047
C -1.371958 -0.663019 0.097076 -0.19 0.24 -4.26 -0.6448
S -2.850940 0.335170 0.269736 -0.37 0.09 0.49 -0.5116
N 1.032167 -0.807632 0.825933 -1.24 -0.45 -1.66 -0.5924
C 2.324169 0.027985 0.787827 0.51 0.69 -0.83 0.1336
O 2.675816 0.591895 -0.370901 -0.63 -0.98 -0.09 -0.8821
H -0.270750 0.981723 0.877010 0.27 3.08 -0.41 -0.0101
H -0.528470 -0.243205 2.080221 0.22 1.03 -1.87 0.2177
H -1.605547 -1.808845 0.129408 0.69 2.08 0.39 0.2766
H -1.004354 -0.433244 -1.042884 -0.59 -1.09 2.59 0.2397
H -0.393125 1.885108 0.820849 -0.49 -1.14 -0.34 0.2465
H 1.113338 -1.498302 0.040785 -0.54 1.29 0.45 0.3753
H 2.033224 0.789944 1.451194 -0.20 1.33 1.89 0.0931
H 3.121858 -0.581682 1.239586 -0.19 -0.37 0.09 0.1069
H 0.326603 0.683148 -2.475748 0.37 -0.03 0.19 0.4519
H 1.654493 0.310834 -1.712883 0.59 0.42 0.92 0.5114
O 1.055120 0.052164 -2.432616 -0.88 -0.39 -1.12 -1.0071



18
Properties=species:S:1:pos:R:3:forces:R:3:nbo_charge:R:1 method="wB97M-V/def2-TZVPD" relative_energy_kcal_mol=25.3 orbital_gap_ev=5.65 multiplicity=1 charge=-1 total_energy_ha=-1121.93514 e_homo_ev=-2.23
N 1.273778 0.440443 -1.359748 0.74 0.94 1.10 -0.8769
C 0.995163 0.227048 0.117672 -0.39 0.79 -3.15 -0.1288
C 1.935230 1.037490 0.984288 0.17 -0.73 0.80 -0.0610
O 1.358701 1.141425 2.302093 0.60 0.60 -0.47 -0.7215
C 0.864131 -1.280045 0.310043 0.27 0.38 1.14 -0.5732
S -0.791630 -1.956659 -0.043343 0.21 -1.81 0.49 -0.0435
S -2.120755 -0.560320 -0.466733 -0.88 1.45 -0.32 -0.7269
H 2.229766 0.139763 -1.497820 -0.14 -0.26 -0.68 0.3380
H 0.607313 -0.036375 -1.961608 0.19 -0.31 0.41 0.3864
H 0.101883 0.842720 0.183763 -0.85 -1.08 0.78 0.2354
H 2.909643 0.523189 1.013361 0.16 0.37 0.21 0.1350
H 2.051238 2.087243 0.721036 -0.02 -0.26 -0.75 0.1983
H 1.249317 -1.586037 1.304948 -0.49 0.02 -0.09 0.1736
H 1.406340 -1.883418 -0.422184 0.72 0.70 0.11 0.2128
H -1.306989 2.852242 -0.345009 0.35 -0.53 -0.56 0.4705
H -0.430491 1.928324 -1.259875 -0.05 -0.47 0.07 0.4944
H 1.342725 0.264970 2.648901 -0.24 -0.99 0.54 0.4576
O -0.744415 2.823787 -1.137801 -0.35 1.20 0.34 -0.9705



17
Properties=species:S:1:pos:R:3:forces:R:3:nbo_charge:R:1 method="wB97M-V/def2-TZVPD" relative_energy_kcal_mol=1.8 orbital_gap_ev=8.48 multiplicity=1 charge=-1 total_energy_ha=-400.78455 e_homo_ev=-4.34
C 1.337453 -0.367998 0.788266 -1.44 -0.42 -0.47 -0.0506
O 0.875055 0.473179 1.839952 2.72 -0.52 -0.81 -0.7862
C 0.217058 -0.594359 -0.312311 -0.08 0.58 -0.37 -0.1083
C -0.315954 0.772798 -0.874928 -1.04 -0.62 -0.81 -0.0811
O -1.759673 0.807845 -0.850133 1.05 0.25 0.22 -0.8085
N 0.695971 -1.452183 -1.453422 -0.86 0.21 -0.88 -0.8503
H 1.655095 -1.362708 1.152618 -0.15 0.23 0.07 0.1456
H 2.217238 0.059651 0.290474 0.02 0.27 0.04 0.1297
H -0.672273 -1.108037 0.099200 0.64 0.35 0.14 0.2303
H 0.047068 1.694339 -0.432295 0.45 -0.10 0.64 0.1651
H 0.012074 0.806704 -1.933851 -0.28 0.07 0.27 0.1343
H -1.897560 0.779717 0.162907 -0.15 -0.54 -0.20 0.5111
H -0.033655 -1.464216 -2.263214 1.51 0.21 2.14 0.3505
H 1.501485 -0.963836 -1.847520 -0.11 -0.18 -0.10 0.3279
H -2.131862 1.064612 2.125051 0.19 -0.33 0.05 0.4216
H -0.094545 0.525690 1.795950 -1.93 -0.23 0.14 0.5129
O -1.652974 0.328803 1.713256 -0.57 0.76 -0.08 -1.2441



17
Properties=species:S:1:pos:R:3:forces:R:3:nbo_charge:R:1 method="wB97M-V/def2-TZVPD" relative_energy_kcal_mol=10.8 orbital_gap_ev=6.84 multiplicity=1 charge=-1 total_energy_ha=-400.77025 e_homo_ev=-3.06
C -1.229730 1.145876 0.325759 0.66 -0.60 0.18 -0.0264
O -0.911799 1.662576 1.522171 -0.03 -0.07 0.00 -0.9391
C -0.207457 -0.053246 -0.068772 -1.15 0.53 -0.06 -0.1246
C -0.040844 -0.308019 -1.554794 0.17 0.09 -0.45 -0.0524
O -1.127869 0.123963 -2.374598 -0.18 -0.06 -0.32 -0.7431
N 1.028182 0.186162 0.625058 0.91 -0.12 0.53 -0.8966
H -1.163758 1.866019 -0.513953 -0.29 0.19 -0.13 0.0894
H -2.232859 0.636203 0.321256 -0.07 0.31 -0.35 0.0695
H -0.673418 -0.953100 0.349915 0.16 -0.10 0.21 0.1476
H 0.837766 0.178853 -1.989132 0.03 0.32 0.29 0.1530
H 0.129422 -1.366204 -1.752466 -0.01 -0.36 0.07 0.1385
H -1.954249 0.097226 -1.884981 0.13 0.01 0.30 0.4692
H 1.651637 0.822115 0.125182 -0.31 -0.24 -0.21 0.3437
H 0.697087 0.762518 1.424636 -0.23 0.11 0.05 0.4217
H 1.788589 -2.796590 0.877472 0.28 0.28 0.45 0.4457
H 1.669763 -1.357809 1.373439 0.42 0.06 -0.16 0.5051
O 2.146142 -2.212147 1.568914 -0.51 -0.35 -0.41 -1.0011



17
Properties=species:S:1:pos:R:3:forces:R:3:nbo_charge:R:1 method="wB97M-V/def2-TZVPD" relative_energy_kcal_mol=124.7 orbital_gap_ev=11.75 smiles=CC[C@]([NH3+])(O)OO multiplicity=1 charge=+1 total_energy_ha=-400.38588 e_homo_ev=-15.21
C 1.593755 -1.082611 0.373870 0.42 -0.72 -0.43 -0.6021
C 1.121126 0.160393 -0.359134 -3.44 -2.47 0.01 -0.4577
C -0.384425 0.183413 0.106554 -0.62 1.31 -1.26 0.7272
N -1.182360 1.589861 -0.268448 -0.71 -0.97 -1.74 -0.7835
O -0.613937 0.164766 1.392555 0.04 -0.86 2.33 -0.6941
O -2.310152 -1.227570 0.235901 -0.08 -0.21 -2.83 -0.4217
O -1.179696 -0.810384 -0.615340 1.60 1.44 0.99 -0.3141
H 1.923001 -0.856655 1.368967 0.27 0.53 0.53 0.2232
H 2.454414 -1.599771 -0.094635 -1.00 -0.04 0.01 0.2610
H 0.668045 -1.624547 0.517201 0.69 -1.66 -0.34 0.1917
H 0.992388 0.065407 -1.423842 0.98 0.02 -0.57 0.2313
H 1.724013 0.887570 0.032520 0.83 2.85 0.25 0.2504
H -1.063711 2.532161 0.149937 0.68 -0.93 0.26 0.4541
H -2.181999 1.286995 -0.022190 1.47 0.63 -1.03 0.4618
H -0.964127 1.681838 -1.312299 -1.19 0.00 1.64 0.4455
H -0.392385 -0.722451 1.747008 -0.21 0.61 0.13 0.5241
H -2.769294 -1.627906 -0.581201 0.27 0.45 2.05 0.5029



17
Properties=species:S:1:pos:R:3:forces:R:3:nbo_charge:R:1 method="wB97M-V/def2-TZVPD" relative_energy_kcal_mol=50.6 orbital_gap_ev=10.94 multiplicity=1 charge=+1 total_energy_ha=-400.50403 e_homo_ev=-14.70
O -1.715085 -0.139326 1.614799 1.11 -0.13 0.20 -0.4576
C -1.662588 -0.415316 0.455389 -1.21 0.77 -1.17 0.4241
C -0.569765 0.084190 -0.538441 0.08 0.62 1.88 -0.1748
C -0.367943 -0.594103 -1.835813 -1.68 1.41 -2.22 -0.1086
O 0.877034 -0.120743 -2.330492 -0.62 -1.09 -2.10 -0.7166
N 0.701778 0.057961 0.213339 2.12 0.26 1.84 -0.7118
H -2.557652 -0.816449 -0.031707 -0.01 -0.52 -0.26 0.1478
H -0.831958 1.159751 -0.689316 0.30 -0.72 -0.03 0.2598
H -1.186811 -0.191152 -2.500445 0.54 -0.32 0.54 0.2013
H -0.524118 -1.654069 -1.931768 0.47 -0.78 0.73 0.2044
H 0.802786 -0.354504 -3.308706 0.84 0.68 1.74 0.5041
H 1.107077 -0.891456 0.344851 -0.28 0.55 -0.66 0.4418
H 1.496987 0.700371 -0.029690 -1.01 -0.81 -0.80 0.4653
H 0.603466 0.347397 1.208476 -0.57 0.02 0.36 0.4833
H 1.071692 1.729751 3.002670 0.08 -0.34 0.58 0.5055
H 1.381740 0.260512 3.565381 -0.17 0.52 0.13 0.5121
O 1.373359 0.837184 2.791474 0.02 -0.11 -0.74 -0.9800



17
Properties=species:S:1:pos:R:3:forces:R:3:nbo_charge:R:1 method="wB97M-V/def2-TZVPD" relative_energy_kcal_mol=56.0 orbital_gap_ev=11.28 multiplicity=1 charge=+1 total_energy_ha=-400.49545 e_homo_ev=-14.92
C 1.959804 -0.758396 -0.186878 0.19 -0.47 3.84 -0.6518
C 0.775345 0.184675 -0.337293 0.72 -2.63 -0.24 0.0246
C -0.342098 -0.466773 0.540238 -1.97 0.54 -0.79 0.9203
N -2.041802 0.643068 -0.643870 -0.04 1.05 0.04 -1.0719
O 0.998639 1.431017 0.214532 -0.84 1.08 0.57 -0.7489
O -0.722089 0.044158 1.645251 1.60 1.85 0.87 -0.6068
O -0.928327 -1.593834 0.318847 1.76 -0.52 -1.63 -0.6025
H 2.825569 -0.318328 -0.557300 1.73 1.35 -0.06 0.2430
H 2.151812 -1.302732 0.832474 -0.33 1.76 -1.39 0.2319
H 1.934095 -1.568432 -0.790763 -1.01 -2.67 -2.29 0.2395
H 0.567905 0.063853 -1.441624 -0.62 0.93 1.23 0.2399
H -2.491646 0.108176 -1.385127 -0.14 0.23 0.25 0.3939
H -2.687029 0.837428 0.120761 -0.29 -0.51 -0.23 0.3800
H -1.870427 1.589712 -0.988456 0.12 -0.33 -0.34 0.3886
H 1.745340 2.014164 -0.038557 -0.44 -1.22 -0.30 0.5396
H -0.229758 0.907009 1.772476 -0.44 -0.63 -0.01 0.5473
H -1.645326 -1.814771 0.925286 0.00 0.19 0.48 0.5333